1.
100
Properties=species:S:1:pos:R:3:forces:R:3 method="wB97M-V/def2-TZVPD" relative_energy_kj_mol=1246.4 charge=0 homo_ev=-8.1 smiles=c1cc[nH]c1.c1cc[nH]c1.c1cc[nH]c1.c1cc[nH]c1.c1cc[nH]c1.c1cc[nH]c1.c1cc[nH]c1.c1cc[nH]c1.c1cc[nH]c1.c1cc[nH]c1 lumo_energy_ev=0.6
C -39.647 -11.380 4.132 -2.580 -0.436 -0.713
C -40.716 -10.340 4.270 1.233 0.274 -1.580
C -40.477 -9.726 5.495 1.558 -2.817 -0.860
N -39.453 -10.539 6.147 -3.527 4.303 -0.870
C -39.034 -11.471 5.322 3.117 -2.175 2.039
H -39.620 -12.239 3.466 0.017 0.609 -0.396
H -41.382 -10.004 3.355 1.406 -0.605 2.410
H -40.735 -8.760 5.847 -0.479 0.325 0.631
H -39.218 -10.315 7.079 0.725 -0.244 0.862
H -38.234 -12.150 5.818 -1.561 0.842 -1.765
C -32.852 -12.632 10.697 -0.395 -1.108 0.519
C -33.555 -14.009 11.068 0.783 3.554 -1.629
C -34.859 -13.790 10.682 -0.373 -2.128 -0.009
N -35.034 -12.553 10.181 -3.093 2.457 -1.925
C -33.874 -11.828 10.226 0.080 -0.296 -0.515
H -31.785 -12.221 10.719 -1.663 -1.241 0.351
H -33.186 -14.984 11.350 0.359 0.368 0.220
H -35.668 -14.573 10.649 0.851 1.249 0.134
H -35.922 -12.091 9.621 2.750 -1.969 2.228
H -33.966 -10.805 9.788 0.671 -1.030 0.684
C -38.451 -8.317 13.363 -1.963 -2.228 -1.702
C -38.684 -9.862 13.547 0.248 3.471 0.267
C -40.023 -10.090 13.371 0.732 1.617 0.533
N -40.616 -8.872 13.103 -1.477 0.638 -1.998
C -39.685 -7.885 12.818 1.794 -1.443 3.035
H -37.588 -7.631 13.481 -0.442 -1.171 -0.280
H -37.960 -10.571 13.881 0.304 -0.245 0.032
H -40.611 -10.971 13.513 -0.136 -0.268 0.014
H -41.628 -8.682 12.964 1.335 -0.710 -0.120
H -39.936 -6.924 12.424 -0.389 0.305 0.123
C -33.933 -9.442 7.302 3.942 -2.906 3.900
C -34.099 -10.847 6.863 0.039 -0.376 -1.569
C -34.860 -10.774 5.613 1.435 2.001 5.107
N -35.237 -9.457 5.579 -2.752 1.392 -4.451
C -34.588 -8.634 6.502 -2.992 2.526 -2.974
H -33.152 -9.164 8.182 -2.274 -0.533 -2.284
H -33.630 -11.788 7.356 -0.879 2.050 -1.112
H -35.248 -11.449 4.916 -0.378 -1.071 -0.638
H -36.023 -9.143 4.770 3.203 -0.771 3.239
H -34.762 -7.504 6.358 0.523 -2.164 0.719
C -35.408 -14.420 4.448 -1.175 1.422 1.404
C -34.362 -13.953 5.476 -2.936 -1.119 -1.460
C -34.948 -14.194 6.716 -2.544 -2.305 -6.234
N -36.200 -14.885 6.440 2.360 3.167 -0.395
C -36.575 -14.849 5.132 4.978 0.626 0.490
H -35.585 -14.124 3.406 1.033 -0.182 0.310
H -33.417 -13.511 5.155 -0.376 -0.094 0.584
H -34.660 -14.164 7.664 1.468 0.280 3.796
H -36.635 -15.365 7.144 -1.650 -1.079 1.941
H -37.529 -15.109 4.801 -1.130 -0.574 -0.442
C -39.416 -6.058 7.145 7.853 -0.642 4.608
C -38.655 -7.158 7.906 -0.356 2.937 -1.721
C -37.395 -6.636 8.152 -2.701 0.312 -1.102
N -37.425 -5.362 7.660 3.933 3.623 -0.439
C -38.603 -4.951 7.015 1.402 -5.089 2.619
H -40.203 -6.215 6.670 -7.329 -1.166 -3.556
H -39.029 -8.115 8.197 -0.122 -0.337 -0.058
H -36.543 -7.116 8.562 0.620 0.052 0.367
H -36.534 -4.697 7.620 -2.750 -2.194 0.372
H -38.730 -3.954 6.875 -0.493 2.488 -1.090
C -38.012 -10.491 9.909 -3.774 -1.592 2.485
C -38.771 -11.750 9.445 3.007 3.846 0.147
C -38.177 -12.187 8.309 0.514 3.724 3.270
N -37.158 -11.344 8.082 4.964 1.772 -3.450
C -37.045 -10.313 9.038 3.054 0.913 -3.421
H -38.277 -9.926 10.869 0.546 -0.836 -1.721
H -39.450 -12.148 10.062 -2.655 -1.707 1.683
H -38.126 -13.057 7.874 -0.605 -4.527 -2.495
H -36.348 -11.386 7.235 -2.911 -0.062 2.915
H -36.188 -9.543 8.811 -2.002 -1.575 0.860
C -42.036 -13.203 7.922 0.828 2.484 2.159
C -42.483 -12.635 9.255 1.596 0.818 -1.468
C -43.501 -13.377 9.705 -1.457 0.803 3.310
N -43.653 -14.398 8.853 -5.032 -4.138 -0.617
C -42.830 -14.267 7.795 0.122 -2.731 -5.041
H -41.231 -12.821 7.236 -1.115 -0.511 0.947
H -42.173 -11.782 9.841 0.498 0.039 -0.495
H -44.131 -13.197 10.703 1.509 -0.779 -2.631
H -44.573 -15.046 8.805 3.237 2.165 0.249
H -42.875 -14.953 6.743 -0.118 1.742 3.588
C -39.410 -15.531 8.537 -1.513 0.366 1.027
C -39.230 -16.357 7.288 0.306 1.745 3.980
C -38.118 -17.111 7.516 0.456 -0.604 -0.555
N -37.552 -16.693 8.715 0.438 -0.324 1.612
C -38.371 -15.805 9.397 -1.635 -2.902 -14.593
H -40.312 -14.932 9.039 1.886 -1.296 -2.128
H -39.874 -16.290 6.481 -0.997 -0.393 -1.411
H -37.801 -18.007 6.911 0.235 1.493 0.872
H -36.673 -16.886 9.188 -0.247 -0.878 -0.923
H -38.355 -15.639 10.266 1.089 2.595 12.240
C -41.747 -9.035 9.385 -0.686 -7.214 -0.847
C -43.145 -9.439 8.958 0.452 3.672 0.981
C -43.809 -8.188 8.918 2.239 -0.142 0.057
N -42.894 -7.132 9.240 -0.598 0.425 -0.446
C -41.602 -7.780 9.487 -1.884 7.613 0.705
H -40.873 -9.697 9.594 -1.067 0.268 -0.304
H -43.636 -10.403 8.840 0.558 0.372 -0.091
H -44.802 -7.920 8.584 0.044 -0.181 0.204
H -43.165 -6.036 9.193 1.219 -3.969 0.150
H -40.793 -7.129 9.848 -0.337 -0.664 -0.449

=====

2.
8
Properties=species:S:1:pos:R:3:forces:R:3 method="wB97M-V/def2-TZVPD" relative_energy_kj_mol=27.2 charge=+2 homo_ev="-22.0 / -22.0" spin_multiplicity=2 lumo_energy_ev="-11.4 / -15.3"
O -1.950 0.257 -0.487 2.558 0.452 -0.540
H -2.034 0.764 -1.319 -0.612 -0.201 0.146
H -2.372 0.780 0.201 -0.476 0.282 0.290
H -0.349 0.408 -0.351 -2.056 -0.726 0.525
S 1.298 -1.294 1.291 -1.170 -0.724 1.567
S 1.055 -0.143 -0.285 0.127 0.354 -1.884
H 2.561 -1.758 1.214 0.811 0.389 -0.436
H 1.790 0.985 -0.264 0.818 0.174 0.331

=====

3.
30
Properties=species:S:1:pos:R:3:forces:R:3 method="wB97M-V/def2-TZVPD" charge=0 homo_ev=-8.7 lumo_energy_ev=0.3
N -3.191 -2.795 -1.287 0.285 -6.849 -2.474
C -3.211 -1.760 -0.918 -0.647 8.298 3.001
C -3.313 -0.379 -0.389 -10.183 -9.739 3.208
C -2.477 0.511 -0.565 3.916 2.660 -2.389
N -1.413 0.349 -1.473 -3.699 13.199 3.955
H -1.172 -0.479 -1.552 3.641 -9.819 -0.809
C -0.474 1.372 -0.998 -0.127 6.070 -12.293
C 0.518 1.143 -0.115 1.928 -0.312 9.864
N 0.974 -0.205 -0.300 1.742 -1.671 1.072
C 2.331 -0.355 -0.932 -1.677 14.670 0.394
C 3.438 0.179 0.002 2.333 -7.088 -4.412
O 3.403 -0.775 1.006 4.934 -2.163 0.284
C 2.336 -0.931 1.739 -3.968 6.675 2.253
H 2.419 -1.367 2.717 0.297 -1.761 -0.301
C 1.084 -1.086 0.853 -2.456 -2.911 4.595
H 0.103 -0.993 1.683 2.565 -0.183 -2.748
H 1.205 -2.269 0.689 -0.983 2.444 -0.988
H 2.191 0.219 2.338 -0.144 -1.856 -1.370
H 4.536 -0.099 -0.611 -3.007 1.324 1.847
H 3.449 1.078 0.432 -0.400 4.089 0.997
H 2.232 0.385 -1.851 0.532 -1.798 1.242
H 2.262 -1.231 -1.158 1.032 -10.096 -2.876
H -0.051 1.267 0.986 1.117 -1.207 -1.798
H 1.274 1.922 0.261 -0.717 -0.683 -1.913
H -0.834 2.651 -1.236 0.329 -4.235 1.505
H 0.265 1.545 -2.108 -1.753 -0.578 2.340
S -3.053 1.753 0.354 5.962 6.893 -1.074
N -4.396 1.383 0.873 -5.779 -7.954 1.321
C -4.606 -0.036 0.582 6.684 5.696 -2.995
Cl -5.828 -0.998 0.977 -1.757 -1.116 0.564

=====

4.
118
Properties=species:S:1:pos:R:3:forces:R:3 method="wB97M-V/def2-TZVPD" relative_energy_kj_mol=175.5 charge=-1 homo_ev="-0.9 / -3.7" spin_multiplicity=2 lumo_energy_ev="1.9 / 1.9"
Hg -1.027 -0.083 0.568 -0.327 -0.475 1.766
C -1.824 -3.485 -1.836 -0.616 -0.130 -0.202
N -1.531 -2.716 -3.060 0.484 0.161 0.132
C -0.260 -3.132 -3.652 -0.067 -0.022 -0.011
P -1.941 -1.125 -3.035 -0.205 0.052 -0.187
O -2.267 -0.456 -1.764 -0.152 -0.153 -0.005
O -0.681 -0.396 -3.790 -0.099 0.138 -0.082
P 0.550 0.269 -2.979 0.453 0.364 0.280
O 0.695 -0.249 -1.604 0.216 -0.148 -0.466
N 1.826 -0.014 -4.014 -0.176 -0.403 0.141
C 3.031 -0.508 -3.341 0.098 0.153 -0.024
C 1.645 -0.565 -5.347 0.014 0.110 -0.026
N 0.350 1.911 -2.957 -0.304 -0.559 0.327
C -0.121 2.452 -1.673 -0.330 0.014 -0.887
C -0.118 2.600 -4.142 0.100 -0.021 -0.024
N -3.176 -0.946 -4.127 0.144 0.140 -0.029
C -3.932 0.301 -4.049 -0.011 -0.024 -0.016
C -2.909 -1.381 -5.491 -0.079 -0.118 0.060
H -1.773 -4.546 -2.087 -0.002 0.001 -0.009
H -2.841 -3.276 -1.500 0.033 0.025 -0.026
H -1.160 -3.269 -1.005 0.057 -0.067 -0.402
H -0.279 -4.218 -3.743 0.025 0.000 0.002
H 0.600 -2.853 -3.031 0.003 -0.002 0.010
H -0.142 -2.711 -4.647 -0.010 0.000 -0.011
H 3.239 0.084 -2.451 -0.017 -0.022 0.011
H 3.873 -0.406 -4.027 0.009 0.007 0.018
H 2.941 -1.556 -3.036 0.004 -0.013 -0.020
H 0.810 -0.084 -5.855 -0.018 -0.024 0.016
H 1.473 -1.645 -5.348 0.050 -0.018 0.005
H 2.552 -0.365 -5.922 -0.021 0.009 -0.032
H 0.399 1.962 -0.865 -0.032 0.060 0.019
H -1.199 2.312 -1.524 -0.007 0.049 -0.014
H 0.114 3.510 -1.676 -0.010 0.043 -0.155
H 0.436 2.255 -5.016 -0.010 0.000 -0.009
H 0.067 3.669 -4.026 0.005 0.000 -0.023
H -1.190 2.451 -4.322 -0.004 0.017 0.013
H -4.241 0.478 -3.023 0.019 0.015 0.004
H -4.821 0.204 -4.673 -0.011 0.017 0.016
H -3.356 1.169 -4.397 -0.005 -0.009 -0.038
H -2.489 -2.386 -5.477 0.013 0.010 -0.003
H -2.215 -0.711 -6.015 -0.018 0.020 -0.013
H -3.848 -1.412 -6.044 0.006 -0.010 -0.009
O -1.321 0.529 2.508 0.066 0.576 -1.105
N -0.736 -3.630 0.997 0.072 -0.458 0.470
C -0.811 -2.480 0.888 -0.140 0.530 -0.149
C -5.967 -1.610 0.777 0.011 0.020 0.013
C -4.445 -1.527 0.527 0.103 -0.093 -0.081
N -3.903 -0.260 1.002 -0.312 -0.203 -0.181
C -4.149 -0.136 2.435 0.171 0.054 0.093
C -5.669 -0.187 2.724 -0.006 -0.007 -0.021
N -6.388 -0.345 1.429 0.093 -0.013 0.030
C -6.088 0.808 0.546 -0.002 -0.009 0.014
C -4.564 0.831 0.304 0.143 0.139 -0.071
H -6.252 -2.422 1.447 -0.022 0.002 -0.006
H -6.551 -1.699 -0.141 -0.025 -0.015 0.017
H -4.223 -1.618 -0.538 -0.033 0.056 0.011
H -3.917 -2.336 1.036 -0.009 0.019 0.023
H -3.681 0.787 2.775 0.032 -0.011 -0.030
H -3.606 -0.930 2.943 -0.040 -0.034 -0.019
H -6.047 0.728 3.181 -0.024 -0.017 0.011
H -5.960 -1.033 3.348 -0.026 0.014 0.010
H -7.460 -0.378 1.602 0.017 0.002 -0.014
H -6.458 1.698 1.055 -0.022 -0.003 -0.012
H -6.670 0.665 -0.367 -0.025 0.005 0.014
H -4.131 1.770 0.656 0.008 -0.023 0.048
H -4.332 0.747 -0.759 -0.029 -0.048 0.016
C 0.617 0.559 5.011 0.016 0.014 -0.076
C 1.225 -0.844 4.900 -0.014 -0.050 0.054
C 2.680 -0.839 4.398 0.025 0.020 0.093
C 2.989 0.368 3.505 0.100 -0.053 -0.032
C 2.823 1.654 4.339 0.033 0.036 0.099
C 1.660 1.620 5.351 -0.013 -0.001 -0.025
P 1.939 0.229 1.961 0.145 -0.333 0.034
C 2.083 1.903 1.155 -0.059 0.147 0.044
C 0.973 2.844 1.667 -0.112 -0.092 -0.039
C 0.787 4.083 0.770 0.319 -0.009 0.208
C 2.112 4.536 0.122 -0.070 0.069 0.001
C 3.314 4.134 0.971 0.023 0.061 0.009
C 3.449 2.611 1.078 0.095 -0.107 -0.002
C 3.003 -0.766 0.760 0.161 0.226 -0.154
C 4.536 -0.742 0.917 0.021 0.017 -0.061
C 5.117 -1.835 1.813 0.038 0.031 0.031
C 4.623 -3.219 1.410 0.004 -0.017 -0.002
C 3.102 -3.275 1.355 -0.006 -0.007 -0.030
C 2.505 -2.190 0.461 0.212 -0.400 -0.013
H -0.164 0.555 5.776 -0.038 0.021 -0.032
H 0.114 0.793 4.063 -0.024 0.011 0.032
H 0.599 -1.422 4.216 0.019 0.002 -0.014
H 1.199 -1.356 5.868 -0.012 0.003 -0.002
H 2.881 -1.775 3.873 0.032 0.026 -0.006
H 3.379 -0.815 5.245 -0.044 0.035 0.028
H 4.045 0.330 3.224 -0.018 -0.035 -0.099
H 2.735 2.527 3.695 -0.013 -0.032 -0.055
H 3.764 1.800 4.883 -0.020 -0.019 0.037
H 1.178 2.601 5.382 0.005 0.000 0.034
H 2.057 1.446 6.358 0.011 -0.052 -0.014
H 1.824 1.619 0.129 -0.043 0.063 0.009
H 1.198 3.158 2.688 0.042 0.064 -0.016
H 0.036 2.281 1.750 0.003 -0.011 0.099
H 0.379 4.907 1.361 -0.018 -0.041 0.060
H 0.058 3.862 -0.007 0.013 0.306 0.515
H 2.103 5.621 -0.016 0.011 -0.009 -0.073
H 2.225 4.101 -0.879 -0.011 -0.071 0.020
H 3.203 4.575 1.968 -0.024 -0.041 0.013
H 4.234 4.549 0.551 -0.006 0.047 0.029
H 4.080 2.362 1.935 -0.029 0.019 0.023
H 3.987 2.242 0.198 0.000 -0.009 0.004
H 2.793 -0.206 -0.160 -0.075 -0.003 0.088
H 4.863 0.237 1.274 0.013 0.010 -0.026
H 4.986 -0.858 -0.080 -0.026 -0.057 -0.027
H 4.859 -1.646 2.858 -0.057 -0.018 -0.017
H 6.210 -1.798 1.753 0.001 0.017 0.034
H 5.010 -3.973 2.102 0.013 -0.002 -0.009
H 5.026 -3.467 0.419 -0.016 0.016 -0.009
H 2.676 -3.190 2.360 0.049 0.025 0.012
H 2.784 -4.252 0.979 -0.063 0.006 0.042
H 1.423 -2.328 0.498 0.126 0.531 -0.011
H 2.790 -2.416 -0.579 0.076 -0.024 0.018

=====

Number 1: total energy -2101.22799 Ha. Number 2: total energy -873.72106 Ha. Number 3: total energy -1541.03268 Ha. Number 4: total energy -3161.11494 Ha.